[1]
The following is a quantum chemistry calculation of a gas-phase ion, CNO4 (charge -1), from OMol25.

Computed properties:
- Multiplicity: 3
- E: -10711.609 eV
- <S²>: 2.009
- Relative energy (zero: lowest compared OMol25 entry of this formula, charge and spin): 44.2 kcal per mole
- Net charge: -1
- Max |F|: 6.285 eV Å⁻¹
- E_LUMO (alpha / beta): 0.1564 / 0.1001 Eh

Cartesian coordinates (Å):
C -0.54 0.50 -0.03
N 0.49 -0.46 0.37
O -0.61 0.04 -1.55
O -1.14 1.47 0.38
O 1.58 0.07 0.54
O 0.22 -1.63 0.29


[2]
The following is a quantum chemistry calculation of a molecular structure, C5H17O8P3Rh, from OMol25.

Computed properties:
- Multiplicity: 5
- E: -52709.261 eV
- <S²>: 6.009
- Relative energy (zero: lowest compared OMol25 entry of this formula, charge and spin): 20.6 kcal per mole
- Net charge: +1
- Max |F|: 3.599 eV Å⁻¹
- E_LUMO (alpha / beta): -0.1183 / -0.2520 Eh

Cartesian coordinates (Å):
Rh -0.09 -0.81 -1.31
C 4.11 -0.32 1.17
C 2.88 -0.88 0.45
O 2.91 -2.32 0.36
P 1.53 -0.76 1.71
O 2.10 -1.61 2.88
O 1.47 0.75 2.23
O 0.23 -1.19 1.06
P 2.58 -0.02 -1.15
O 1.19 0.93 -0.61
O 3.75 0.87 -1.36
O 1.93 -1.01 -2.12
H 4.32 0.61 0.68
H 4.98 -1.03 0.88
H 4.06 -0.20 2.26
H 2.08 -2.82 0.18
H 2.35 -2.57 2.67
H 0.76 1.26 1.75
H 1.31 1.74 -1.17
H -0.38 -1.47 -2.85
C -2.83 0.43 1.15
P -2.76 0.36 -0.67
C -2.37 1.95 -1.46
C -4.47 0.19 -1.16
O -2.11 -0.93 -1.15
H -3.47 1.29 1.34
H -1.83 0.71 1.41
H -3.19 -0.55 1.61
H -1.38 1.81 -1.93
H -2.16 2.82 -0.80
H -3.04 2.20 -2.30
H -5.08 0.12 -0.24
H -4.60 -0.66 -1.89
H -4.78 1.11 -1.60